ORCA calculation (ωB97M-V/def2-TZVPD) on a structure of composition C3H4MnO3 at a distorted geometry.

Last column: Löwdin charge in e.
Atoms and positions in Å:
1 H -0.315163 -1.560569 -2.803644  -0.151
2 O 0.508038 -0.356774 -0.489743  -0.274
3 C 1.497130 0.355149 0.310631  -0.005
4 C 0.210094 0.009750 0.896719  -0.323
5 O -0.706789 1.004121 1.115710  -0.076
6 C -2.048347 0.901258 0.681632  -0.204
7 O -2.210220 -0.003415 -0.169340  -0.267
8 Mn -1.070349 -0.618431 -1.615784  0.864
9 H 1.663094 1.388258 0.001454  0.137
10 H 2.376069 -0.247615 0.540513  0.128
11 H 0.096441 -0.871731 1.531854  0.171

Cartesian forces (eV/Å) of the 2 atoms listed first:
H -0.390 0.129 -0.094
O 1.362 0.496 1.163

* multiplicity: 6
* Kohn-Sham gap (alpha / beta): 8.66 / 7.93 eV
* relative energy (zero: lowest compared OMol25 entry of this formula, charge and spin): 3.334 eV
* energy: -1493.27905 hartree
* ⟨S²⟩: 8.762